1.
{
  "formula": "C25H29BrGaN9O6S",
  "method": "wB97M-V/def2-TZVPD",
  "symbols": ["Ga", "O", "C", "O", "C", "C", "C", "C", "C", "C", "N", "O", "O", "N", "O", "O", "H", "H", "H", "C", "C", "C", "C", "C", "N", "H", "H", "H", "H", "H", "H", "H", "H", "H", "Br", "C", "C", "C", "C", "N", "C", "H", "H", "H", "H", "C", "N", "C", "C", "N", "C", "S", "H", "H", "H", "H", "H", "H", "H", "H", "N", "C", "C", "N", "C", "C", "N", "H", "H", "H", "H", "H"],
  "positions_angstrom": [[-10.345, -12.994, -8.490], [-11.336, -14.453, -12.081], [-11.576, -13.689, -11.174], [-11.011, -13.868, -9.949], [-12.430, -12.477, -11.313], [-12.558, -11.538, -10.279], [-13.267, -10.366, -10.562], [-14.080, -10.235, -11.673], [-13.945, -11.204, -12.676], [-13.064, -12.299, -12.582], [-14.675, -11.072, -13.918], [-14.414, -11.907, -14.768], [-15.496, -10.193, -13.977], [-13.206, -9.336, -9.608], [-12.375, -9.415, -8.696], [-13.848, -8.319, -9.791], [-12.161, -11.615, -9.315], [-14.677, -9.335, -11.870], [-12.914, -13.066, -13.358], [-6.162, -15.489, -10.065], [-7.399, -16.125, -9.374], [-6.995, -17.237, -8.415], [-8.343, -16.719, -10.390], [-8.036, -15.070, -8.614], [-8.720, -14.187, -8.330], [-5.755, -16.257, -10.774], [-5.386, -15.116, -9.399], [-6.588, -14.645, -10.675], [-6.684, -18.192, -8.896], [-7.890, -17.467, -7.803], [-6.181, -17.049, -7.671], [-7.779, -17.480, -11.003], [-8.944, -16.045, -10.994], [-9.023, -17.470, -9.929], [-8.127, -10.143, -12.669], [-8.383, -10.229, -10.827], [-8.302, -9.131, -10.085], [-8.481, -9.266, -8.719], [-9.116, -10.377, -8.251], [-9.409, -11.421, -9.043], [-8.885, -11.418, -10.303], [-8.014, -8.171, -10.583], [-8.199, -8.488, -7.985], [-9.391, -10.437, -7.205], [-8.919, -12.293, -10.940], [-13.078, -13.656, -4.008], [-12.919, -12.459, -4.822], [-13.766, -11.274, -4.530], [-13.402, -10.311, -5.683], [-12.283, -10.968, -6.374], [-12.091, -12.203, -5.893], [-10.979, -13.423, -6.432], [-13.104, -14.530, -4.623], [-14.080, -13.547, -3.552], [-12.314, -13.760, -3.228], [-13.448, -10.854, -3.579], [-14.845, -11.543, -4.399], [-13.005, -9.343, -5.301], [-14.256, -10.065, -6.330], [-12.045, -10.538, -7.225], [-4.878, -11.249, -4.373], [-5.953, -11.978, -3.853], [-6.182, -13.273, -4.480], [-6.997, -14.150, -3.958], [-7.630, -13.788, -2.858], [-7.465, -12.517, -2.303], [-6.620, -11.578, -2.804], [-4.536, -11.430, -5.331], [-4.818, -10.310, -4.047], [-5.619, -13.531, -5.377], [-8.280, -14.523, -2.332], [-8.052, -12.291, -1.411]],
  "forces_ev_per_a": [[0.406, -1.298, -0.720], [-0.417, 0.887, 0.980], [1.081, -0.846, 0.181], [-0.151, 0.252, -0.099], [-0.435, 0.298, -0.517], [-0.842, 0.237, -2.747], [-0.570, -2.022, -0.453], [0.443, 0.269, -1.174], [1.413, -0.849, 0.910], [-0.319, 0.520, 1.766], [-0.349, -0.667, -0.758], [-0.300, 0.652, 0.108], [-0.185, 0.287, -0.240], [0.049, 3.166, 0.680], [-0.013, -0.536, 0.215], [0.061, -1.007, 0.120], [0.612, -0.274, 0.996], [0.196, -0.535, 0.243], [-0.185, 0.690, 0.362], [-0.900, 0.206, -1.523], [2.323, -0.722, 0.497], [0.212, -1.391, 1.775], [-0.820, -2.360, -0.534], [-1.507, 0.869, -0.844], [0.433, -0.402, 0.256], [-0.217, 0.776, 0.728], [-0.120, -0.125, 0.111], [0.835, -0.613, 0.296], [-0.383, 0.869, -0.174], [0.452, -0.209, -0.241], [-0.579, 0.489, -0.791], [-0.102, 1.385, 0.159], [0.255, 0.156, -0.119], [-0.024, 0.973, 0.222], [0.281, -0.117, -0.409], [-0.979, -2.580, -1.774], [1.213, 3.127, 0.912], [0.059, 1.293, 0.902], [-0.175, -0.199, 0.654], [1.306, 0.141, -1.297], [-0.537, 0.702, 0.506], [-0.172, -0.883, 0.802], [-0.386, -0.372, -0.747], [-0.121, -0.159, -0.018], [-0.386, -0.167, 0.262], [-0.482, 0.426, 0.465], [1.046, 1.132, -2.017], [0.135, -0.038, 0.096], [-0.153, 1.255, 0.836], [-1.200, -1.230, 1.831], [-1.791, -0.155, 1.424], [-0.356, 0.210, 0.741], [0.133, -0.609, -0.432], [0.666, -0.236, -0.042], [-0.161, 0.164, -0.194], [0.038, 0.013, 0.139], [0.952, 0.115, -0.580], [-0.508, -0.655, -0.132], [0.422, -0.368, -0.089], [0.835, 0.046, -1.433], [-0.813, -0.508, -0.378], [1.496, -1.474, -2.072], [0.162, 1.172, 0.709], [0.357, -0.364, -1.100], [-0.850, 0.633, 1.804], [-0.068, -0.369, -0.269], [-0.748, -0.618, 0.577], [-0.522, 0.138, 1.221], [0.207, 0.576, 0.096], [-0.105, -0.040, 0.117], [0.530, 0.561, -0.603], [0.320, 0.311, -0.181]],
  "mulliken_charge": [-0.118, -0.579, 0.381, -0.120, 0.364, 0.447, -0.088, -0.588, -0.091, -0.718, 1.018, -0.573, -0.581, 1.045, -0.723, -0.562, -0.076, 0.600, 0.606, -1.452, 1.938, -1.645, -1.573, -0.056, -0.118, 0.394, 0.398, 0.338, 0.376, 0.426, 0.374, 0.425, 0.388, 0.404, -0.070, -0.193, -0.244, -0.694, -0.196, 0.776, -0.236, 0.452, 0.433, 0.532, 0.541, -0.919, 0.046, -0.600, -0.565, 0.339, 0.281, -0.380, 0.415, 0.338, 0.307, 0.327, 0.440, 0.343, 0.322, -0.075, -0.462, 0.708, -0.214, -0.527, -0.236, -0.197, -0.604, 0.215, 0.265, 0.290, 0.386, 0.390],
  "lumo_ev": -6.658,
  "total_charge": 2,
  "energy_ha": -6810.61529,
  "homo_energy_ha": -0.4629
}

2.
{
  "formula": "C25H29Cl2N4O2RhTe",
  "method": "wB97M-V/def2-TZVPD",
  "symbols": ["Rh", "C", "C", "N", "C", "C", "C", "C", "C", "C", "C", "N", "C", "C", "N", "N", "H", "H", "H", "H", "H", "H", "H", "H", "H", "H", "H", "H", "H", "H", "H", "H", "H", "H", "Cl", "C", "Cl", "C", "O", "O", "H", "Te", "C", "C", "C", "C", "C", "C", "C", "C", "C", "C", "C", "C", "H", "H", "H", "H", "H", "H", "H", "H", "H", "H"],
  "positions_angstrom": [[0.527, 0.715, -0.090], [-2.256, 1.515, -0.478], [-2.043, 0.482, -1.566], [-0.794, -0.320, -1.276], [-0.050, -0.639, -2.530], [0.756, 0.564, -2.947], [1.060, 0.917, -4.241], [1.881, 2.027, -4.445], [2.366, 2.747, -3.369], [2.025, 2.341, -2.084], [2.524, 2.984, -0.823], [1.635, 2.731, 0.328], [0.593, 3.771, 0.540], [-0.733, 3.103, 0.827], [-0.923, 2.115, -0.263], [1.238, 1.281, -1.914], [-2.576, 1.034, 0.443], [-2.986, 2.278, -0.751], [-1.899, 0.969, -2.533], [-2.890, -0.197, -1.647], [-1.067, -1.195, -0.831], [-0.734, -0.967, -3.314], [0.630, -1.463, -2.304], [0.676, 0.347, -5.076], [2.138, 2.326, -5.452], [3.003, 3.608, -3.514], [2.698, 4.051, -0.976], [3.485, 2.526, -0.584], [2.210, 2.529, 1.143], [0.510, 4.367, -0.372], [0.863, 4.457, 1.343], [-1.586, 3.781, 0.886], [-0.658, 2.558, 1.768], [-0.666, 2.574, -1.139], [3.890, -2.204, 2.214], [4.330, -1.294, 0.765], [4.172, -2.275, -0.709], [3.444, -0.053, 0.637], [3.946, 1.053, 0.725], [2.197, -0.322, 0.473], [5.366, -0.993, 0.861], [-0.176, -0.394, 2.217], [-2.257, -0.701, 2.058], [-3.102, 0.143, 2.772], [-4.480, 0.004, 2.645], [-5.005, -0.976, 1.815], [-4.157, -1.836, 1.127], [-2.780, -1.704, 1.248], [0.297, -2.413, 1.878], [0.738, -2.892, 0.652], [0.959, -4.254, 0.503], [0.742, -5.117, 1.568], [0.311, -4.624, 2.791], [0.085, -3.264, 2.954], [-2.700, 0.898, 3.439], [-5.139, 0.651, 3.208], [-6.077, -1.090, 1.727], [-4.570, -2.627, 0.514], [-2.128, -2.424, 0.765], [0.979, -2.214, -0.153], [1.323, -4.638, -0.440], [0.924, -6.176, 1.448], [0.157, -5.296, 3.625], [-0.247, -2.885, 3.913]],
  "forces_ev_per_a": [[0.651, 2.169, 0.503], [0.133, -0.153, 0.178], [0.063, -0.031, 0.087], [0.029, -0.709, 0.037], [0.011, -0.056, -0.045], [0.109, -0.012, 0.005], [0.038, 0.022, 0.004], [-0.023, -0.046, -0.081], [0.054, -0.013, 0.098], [-0.096, 0.144, -0.026], [0.293, 0.128, -0.059], [-0.404, -0.954, 0.064], [0.113, 0.125, 0.133], [-0.082, -0.276, 0.049], [-0.202, -0.060, -0.373], [-0.274, -0.220, -0.094], [-0.025, 0.075, 0.045], [-0.030, -0.063, -0.114], [0.021, -0.001, 0.006], [-0.019, 0.031, -0.041], [-0.048, -0.016, -0.079], [0.001, 0.011, -0.008], [0.029, 0.006, -0.020], [0.002, -0.004, 0.001], [-0.008, 0.006, 0.003], [0.003, -0.001, -0.004], [-0.085, 0.015, 0.050], [-0.019, 0.043, -0.020], [0.090, 0.284, -0.004], [0.049, -0.013, -0.008], [0.057, -0.033, -0.001], [0.127, 0.165, -0.075], [-0.194, 0.008, 0.020], [-0.147, 0.183, 0.052], [-0.021, -0.003, 0.007], [-0.003, 0.011, -0.042], [0.016, 0.018, 0.038], [0.021, 0.254, 0.064], [0.019, -0.042, 0.086], [-0.337, -0.991, -0.453], [0.011, -0.007, -0.032], [0.112, -0.038, 0.005], [-0.028, 0.050, 0.092], [-0.001, 0.028, -0.016], [0.011, 0.004, -0.003], [0.003, 0.003, -0.006], [0.001, 0.008, 0.009], [-0.006, -0.010, 0.016], [-0.045, 0.034, -0.023], [-0.048, -0.064, 0.048], [0.007, 0.020, -0.045], [0.002, -0.019, 0.024], [0.002, 0.008, 0.001], [0.013, -0.014, -0.025], [-0.001, -0.004, 0.004], [0.001, -0.002, 0.001], [0.000, 0.001, -0.002], [0.005, -0.003, -0.001], [0.019, 0.001, -0.020], [0.035, 0.001, -0.022], [0.000, 0.001, 0.002], [0.003, 0.000, -0.001], [-0.003, 0.004, 0.003], [-0.005, 0.000, 0.004]],
  "nbo_charge": [0.866, -0.255, -0.246, -0.526, -0.269, 0.201, -0.219, -0.097, -0.219, 0.244, -0.296, -0.600, -0.245, -0.232, -0.508, -0.465, 0.251, 0.238, 0.218, 0.254, 0.435, 0.239, 0.257, 0.255, 0.257, 0.257, 0.230, 0.308, 0.449, 0.211, 0.250, 0.240, 0.215, 0.395, 0.021, -0.309, -0.005, 0.779, -0.656, -0.793, 0.259, 0.933, -0.330, -0.194, -0.203, -0.182, -0.181, -0.282, -0.294, -0.259, -0.184, -0.172, -0.198, -0.173, 0.220, 0.242, 0.244, 0.238, 0.228, 0.216, 0.232, 0.241, 0.242, 0.224],
  "lumo_ev": -6.496,
  "total_charge": 2,
  "energy_ha": -2638.03916,
  "homo_energy_ha": -0.5270
}